Record 1
Density functional theory data (ωB97M-V with the def2-TZVPD basis set) for C22H20F6N5SSbSe4Sn as an isolated structure.

Computed properties:
E = -331485.8237 eV
E_LUMO (alpha / beta) = -2.87 / -4.77 eV
2S+1 = 2
energy above the lowest of the compared OMol25 structures with the same formula, charge and spin = 0.00 kJ/mol
charge = +1

Last column: Mulliken charge in e.
Atoms and positions in Å:
1 Sn 0.60848 1.31803 -1.23130  1.415
2 C 0.19650 -2.00347 -0.70163  -0.769
3 N 0.51687 -1.17340 -1.86142  -0.263
4 C 1.80842 -1.46327 -2.46920  -1.070
5 C 2.86612 -0.80731 -1.63461  0.464
6 N 2.62688 0.24693 -0.88446  0.252
7 C 3.85620 0.61030 -0.30826  0.292
8 C 4.20065 1.64974 0.55424  -0.404
9 C 5.52391 1.73706 0.93180  -0.858
10 C 6.48791 0.82322 0.47952  -0.437
11 C 6.15947 -0.21104 -0.37213  -1.089
12 C 4.82655 -0.28985 -0.75475  0.593
13 N 4.15577 -1.18086 -1.58959  -0.108
14 C -0.52634 -1.19064 0.31703  -0.028
15 N -0.39717 0.11370 0.42164  0.302
16 C -1.19612 0.50017 1.51067  0.058
17 C -1.47570 1.75556 2.04846  -0.306
18 C -2.34799 1.80040 3.11608  -0.766
19 C -2.93407 0.63885 3.64510  -0.641
20 C -2.66842 -0.60651 3.11676  -1.002
21 C -1.79202 -0.64465 2.03897  0.426
22 N -1.32779 -1.69978 1.26301  0.105
23 H 1.12690 -2.36060 -0.25161  0.391
24 H -0.40064 -2.87823 -0.97195  0.391
25 H -0.23928 -1.21599 -2.53878  0.208
26 H 1.82385 -1.03261 -3.47338  0.413
27 H 2.00647 -2.53517 -2.57008  0.444
28 H 3.47661 2.36009 0.90490  0.361
29 H 5.82833 2.53734 1.59227  0.470
30 H 7.51288 0.93372 0.80568  0.396
31 H 6.90123 -0.91433 -0.72463  0.404
32 H 4.56329 -1.95348 -2.08910  0.234
33 H -1.03357 2.66172 1.65630  0.350
34 H -2.58482 2.75846 3.55799  0.494
35 H -3.60963 0.72460 4.48531  0.412
36 H -3.11859 -1.50455 3.51789  0.523
37 H -1.66441 -2.64939 1.29496  0.374
38 Se -2.92475 1.24855 -1.30222  0.336
39 Se -3.94479 2.49193 -2.94746  -0.178
40 Se -2.02052 3.24035 -4.12995  0.068
41 Se -0.92626 1.37387 -4.62060  -0.151
42 S -2.88605 -0.75432 -2.24765  -0.151
43 C -3.60090 -1.84539 -1.02916  0.766
44 C -4.46959 -1.46475 -0.01757  -0.287
45 C -4.92824 -2.41608 0.88583  -0.524
46 C -4.53497 -3.74200 0.78341  -0.596
47 C -3.68565 -4.12522 -0.24791  -0.685
48 C -3.21675 -3.18250 -1.15056  -0.746
49 H -4.78466 -0.43556 0.07905  0.448
50 H -5.60610 -2.11182 1.67290  0.453
51 H -4.90230 -4.47772 1.48614  0.415
52 H -3.39602 -5.16252 -0.35900  0.402
53 H -2.56561 -3.48667 -1.96285  0.490
54 F 1.27369 2.42832 0.64240  -0.548
55 Sb 1.24754 4.42552 0.33884  2.285
56 F 2.92220 4.44468 1.17686  -0.553
57 F 2.07270 3.88672 -1.28406  -0.627
58 F 1.19603 6.22466 -0.09646  -0.512
59 F -0.42186 4.02056 -0.47084  -0.588
60 F 0.34612 4.56464 1.96917  -0.554

Cartesian forces, eV/Å:
0.0 0.0 0.1
0.0 -0.1 0.0
-0.1 0.1 -0.1
0.1 0.0 0.0
0.1 0.0 0.0
0.0 0.0 0.1
0.1 -0.1 -0.1
0.1 -0.1 -0.1
0.0 0.0 0.0
0.0 0.0 0.0
0.0 0.0 0.0
0.0 0.0 0.0
0.0 0.1 0.0
0.0 0.0 0.0
0.0 0.1 0.1
0.0 0.0 0.0
0.1 0.1 -0.1
0.0 0.0 0.0
0.0 0.0 0.0
0.0 0.0 0.0
0.0 0.0 0.0
0.0 0.0 0.0
0.0 0.0 0.0
0.0 0.0 0.0
0.0 0.0 0.0
0.0 0.0 0.0
0.0 0.0 0.0
0.0 0.0 0.1
0.0 0.0 0.0
0.0 0.0 0.0
0.0 0.0 0.0
0.0 0.0 0.0
0.0 -0.1 0.0
0.0 0.0 0.0
0.0 0.0 0.0
0.0 0.0 0.0
0.0 -0.1 0.0
-0.1 0.0 0.0
0.0 0.0 0.0
0.0 -0.1 0.1
0.0 0.1 0.0
0.0 0.0 0.0
0.1 -0.1 0.0
0.0 0.0 0.0
0.0 0.0 0.0
0.0 0.0 0.0
0.0 0.0 0.0
0.0 0.0 0.0
0.0 0.0 0.0
0.0 0.0 0.0
0.0 0.0 0.0
0.0 0.0 0.0
0.0 0.0 0.0
-0.2 0.1 0.0
0.1 -0.3 0.0
-0.1 0.1 0.0
0.0 0.1 0.0
0.0 0.1 0.0
-0.1 0.0 -0.1
0.0 0.1 0.1

***

Record 2
Density functional theory data (ωB97M-V with the def2-TZVPD basis set) for C52H46N6OP2SbSe4TeY as an isolated structure in a non-equilibrium geometry.

Computed properties:
E = -360500.9063 eV
E_LUMO = 3.09 eV
2S+1 = 1
energy above the lowest of the compared OMol25 structures with the same formula, charge and spin = 202.82 kJ/mol
charge = -2

Last column: Mulliken charge in e.
Atoms and positions in Å:
1 Y 15.38401 11.53016 11.34046  1.158
2 Se 15.75340 10.48274 6.74134  -0.691
3 Sb 16.57263 12.39524 7.90537  0.631
4 Se 17.88482 11.67142 9.92543  -0.826
5 Se 14.78550 13.42845 9.32575  -0.759
6 Se 17.93780 14.18952 6.89812  -0.752
7 N 6.25505 6.63068 8.60742  -0.588
8 C 7.27015 7.06525 8.97642  -0.044
9 C 8.49925 7.66150 9.42968  0.674
10 C 9.11266 7.21186 10.63019  -0.828
11 C 10.34670 7.74397 11.02567  0.245
12 C 10.92224 8.76216 10.28693  -0.626
13 C 10.34600 9.23793 9.11248  -0.089
14 C 9.10768 8.69658 8.77034  -0.580
15 C 12.17703 9.44251 10.66342  1.078
16 C 13.30253 8.93493 10.10160  -0.394
17 C 13.49351 7.74234 9.37543  -0.255
18 C 14.80516 7.52088 9.20485  -1.892
19 C 15.47272 8.64243 9.77268  -0.426
20 N 14.62560 9.45575 10.29920  0.883
21 C 12.12181 10.44118 11.68383  -0.649
22 C 10.94570 10.79827 12.40358  -0.753
23 C 11.34734 11.71298 13.33970  -1.878
24 C 12.72567 11.92173 13.21740  -0.447
25 N 13.16285 11.17924 12.22384  0.972
26 H 8.86234 6.27798 11.12716  0.337
27 H 10.87467 7.44090 11.96520  0.408
28 H 10.79316 10.04339 8.58768  0.684
29 H 8.61957 9.07872 7.86814  0.377
30 H 12.66757 7.16272 8.92427  0.418
31 H 15.31568 6.80340 8.63840  0.498
32 H 16.54012 8.83919 9.79840  0.652
33 H 9.93926 10.42517 12.29454  0.496
34 H 10.73474 12.06191 14.18296  0.337
35 H 13.45297 12.38756 13.86573  0.876
36 Te 16.30198 11.89994 16.14724  0.191
37 C 16.90557 12.94684 17.88312  0.529
38 C 17.31502 12.32607 19.07011  -0.397
39 C 17.98451 13.07894 20.00275  -0.382
40 N 18.32652 14.35570 19.83548  -0.721
41 C 17.95087 14.92880 18.66677  -0.194
42 C 17.25034 14.24332 17.69206  0.167
43 C 17.18665 13.15859 14.73806  -1.215
44 P 18.70989 12.50540 13.95499  0.491
45 C 19.65460 11.60235 15.29819  -0.205
46 C 20.18992 10.37384 15.00063  -0.297
47 C 20.94366 9.67100 15.91340  -0.403
48 C 21.27381 10.20976 17.15698  -0.932
49 C 20.67111 11.46740 17.48577  -0.984
50 C 19.82195 12.11896 16.62121  0.242
51 C 19.87712 13.97027 13.91876  0.319
52 C 19.76129 15.08604 14.73997  0.222
53 C 20.64559 16.17764 14.61269  -1.033
54 C 21.63171 16.12893 13.63125  -0.356
55 C 21.76513 15.03723 12.79284  -0.666
56 C 20.89289 13.97510 12.95621  -0.663
57 P 16.10438 13.69800 13.39041  1.421
58 C 16.92306 15.17779 12.61566  0.406
59 C 17.04911 15.16650 11.26458  -0.196
60 C 17.48561 16.27812 10.57644  -0.607
61 C 17.91420 17.42475 11.27728  -0.817
62 C 17.83277 17.44417 12.66723  -0.592
63 C 17.23978 16.33847 13.36780  -0.273
64 C 14.65401 14.64921 14.03707  0.306
65 C 14.26246 14.86375 15.32303  -0.176
66 C 13.05206 15.57061 15.56363  -0.891
67 C 12.22003 15.97518 14.49822  -0.765
68 C 12.68636 15.75418 13.19884  -0.358
69 C 13.88012 15.11047 12.95260  -0.983
70 H 17.05870 11.33359 19.31945  0.398
71 H 18.34015 12.54702 20.85130  0.407
72 H 18.32776 15.97896 18.54897  0.352
73 H 17.07111 14.75134 16.72465  -0.350
74 H 20.14105 9.95709 13.95273  0.263
75 H 21.23726 8.63476 15.67416  0.349
76 H 21.93941 9.66104 17.81494  0.407
77 H 20.91509 12.00981 18.39008  0.446
78 H 19.24141 12.96479 17.00942  0.709
79 H 18.92947 15.07840 15.39674  0.419
80 H 20.52433 17.04090 15.25711  0.416
81 H 22.29826 17.02452 13.49489  0.243
82 H 22.45054 15.10506 11.95450  0.402
83 H 20.96032 13.13622 12.29323  0.380
84 H 16.84046 14.28731 10.75289  0.550
85 H 17.56111 16.19422 9.50233  0.308
86 H 18.29108 18.29222 10.80795  0.444
87 H 18.10709 18.33585 13.28068  0.324
88 H 17.20904 16.34702 14.46099  0.270
89 H 14.88739 14.46036 16.05995  0.694
90 H 12.73784 15.77972 16.55011  0.485
91 H 11.29488 16.46252 14.70323  0.417
92 H 12.12202 16.10481 12.27879  0.301
93 H 14.11940 14.89521 11.92902  0.125
94 C 18.37820 8.68366 12.66474  -1.181
95 N 17.56099 8.55752 13.90885  0.257
96 C 18.05253 7.71123 14.93928  -0.933
97 C 17.51388 8.28509 16.20775  0.258
98 C 15.96060 8.16992 16.17244  -0.848
99 N 15.48276 8.77300 14.96524  0.489
100 C 14.06647 9.02546 14.85161  -0.806
101 C 16.33369 9.06438 13.92659  -0.561
102 O 15.91017 9.82935 13.00720  0.814
103 H 19.28791 8.13993 12.78859  0.501
104 H 18.57161 9.70233 12.33914  0.207
105 H 17.90425 8.21117 11.80485  0.304
106 H 19.13952 7.73170 14.92508  0.457
107 H 17.74180 6.69953 14.74517  0.325
108 H 17.91970 9.30638 16.32565  -0.513
109 H 17.95737 7.83484 17.07308  0.483
110 H 15.51682 8.63373 17.06807  0.406
111 H 15.64587 7.13190 16.21667  0.402
112 H 13.79179 10.01848 15.22598  0.211
113 H 13.58316 8.24215 15.38746  0.531
114 H 13.78606 9.00887 13.78002  0.007

Cartesian forces, eV/Å:
0.4 -0.4 -0.4
-0.2 -0.4 -0.4
0.8 0.8 0.3
0.0 -0.6 0.6
-1.0 -0.2 0.2
-0.4 -0.4 0.1
1.5 0.5 0.5
-1.4 -0.3 -0.5
0.5 -0.8 2.0
1.3 -0.7 -0.5
-0.4 0.1 0.7
0.2 1.0 -0.5
-1.5 -1.3 1.3
0.1 1.2 -2.2
0.7 0.2 1.3
2.4 0.8 0.0
-2.1 -1.4 -1.3
0.6 0.5 0.0
0.3 -0.5 -0.1
-1.2 1.6 1.2
-0.9 0.5 0.1
0.3 -0.2 -0.4
-1.0 0.8 2.2
-0.6 -0.7 0.1
1.5 -1.1 -1.7
-0.8 0.3 0.0
-0.7 0.0 -1.0
0.3 0.5 -0.5
0.1 -0.1 0.3
0.6 0.2 0.5
0.3 -1.1 -0.6
-0.1 0.1 -0.1
0.1 -0.1 -0.2
0.2 0.1 -0.6
-0.3 0.5 0.0
-0.2 -0.1 -0.5
0.2 -1.3 0.0
-0.8 1.2 -0.6
0.1 0.2 -0.7
0.0 0.4 -0.5
0.9 0.4 1.3
0.3 2.3 -0.6
0.0 -0.1 0.2
0.4 0.1 0.2
-1.1 1.1 0.8
0.3 -0.3 -1.9
0.7 -1.1 1.2
-1.1 1.0 -0.6
1.0 -0.8 0.1
-0.3 -0.7 -0.9
0.3 0.2 -0.2
1.0 0.3 -0.7
-0.5 -1.1 0.0
0.7 1.6 0.3
-0.4 0.3 0.0
-0.2 -0.3 0.0
0.3 0.2 0.4
-0.4 0.5 2.3
0.7 1.1 -0.1
0.8 1.1 0.1
-0.7 -1.4 0.6
-1.3 -0.8 1.7
1.3 0.4 -1.5
0.4 -0.5 -1.9
-1.6 1.2 -0.5
0.2 -0.5 -1.5
1.9 -0.6 0.5
-0.9 0.7 -1.5
-0.7 0.0 1.1
-0.1 -1.2 -0.1
0.3 0.0 1.0
-0.6 -1.0 -0.1
0.0 -0.5 0.5
-0.3 0.6 1.3
0.2 0.6 0.0
-0.1 0.2 0.1
0.0 -0.4 0.4
0.6 -0.1 -0.6
-0.6 0.3 0.8
0.1 0.0 -0.1
-0.7 -1.0 0.1
0.1 -0.3 0.2
0.0 -0.4 -0.4
-0.3 -1.2 -1.0
0.0 0.2 -0.2
0.4 0.7 -0.8
-0.1 -0.7 -0.8
-0.3 0.0 -0.4
0.5 -0.2 1.4
-0.2 0.1 1.0
-0.5 0.3 0.0
0.4 -0.5 1.4
0.5 0.0 -0.4
-1.2 0.0 -0.2
1.4 0.5 -2.3
0.3 0.2 0.3
-0.4 0.1 0.8
1.4 0.4 0.8
0.8 0.1 -0.6
0.3 0.9 -1.4
-1.8 1.6 -0.5
0.6 -0.6 0.4
0.7 -0.2 0.4
0.0 0.3 0.4
-0.5 -0.1 0.1
0.0 0.1 0.0
-0.2 -0.8 0.2
-0.8 -0.1 -0.5
-0.1 -0.9 0.6
0.1 0.3 -0.4
0.1 -0.5 0.0
0.0 -0.2 0.2
-0.7 -0.5 0.4
0.0 -0.1 0.6

***

Record 3
Density functional theory data (ωB97M-V with the def2-TZVPD basis set) for C20H36N3O4SSiV as an isolated structure in a non-equilibrium geometry.

Computed properties:
E = -78375.8538 eV
E_LUMO (alpha / beta) = -3.73 / -3.56 eV
2S+1 = 2
charge = +1

Last column: Mulliken charge in e.
Atoms and positions in Å:
1 V 0.15150 0.87640 0.05020  0.989
2 C 1.66940 1.08790 -1.34350  -1.454
3 C 0.99380 0.57240 -2.53850  0.939
4 C 0.89760 -0.81060 -2.76100  -0.456
5 C 0.24400 -1.30350 -3.87610  -0.530
6 C -0.31200 -0.43110 -4.79860  -0.623
7 C -0.21660 0.93890 -4.59660  -0.808
8 C 0.42780 1.43800 -3.48350  -0.259
9 H 1.99610 2.12570 -1.45960  0.543
10 H 2.51120 0.45020 -1.05370  0.539
11 H 1.37380 -1.49140 -2.06280  0.383
12 H 0.17940 -2.36980 -4.04030  0.485
13 H -0.80050 -0.82010 -5.67690  0.448
14 H -0.64070 1.62170 -5.31510  0.427
15 H 0.51110 2.50800 -3.34090  0.434
16 O -0.18300 2.56050 2.53670  -0.730
17 S 0.75150 2.56520 1.43030  0.826
18 C 0.59520 4.17020 0.55680  -0.177
19 C 1.92960 4.87640 0.69520  -0.808
20 C 2.47470 4.45960 2.05550  -0.614
21 C 2.42830 2.94370 2.06770  -0.913
22 H -0.21200 4.70150 1.05770  0.489
23 H 0.32030 3.94100 -0.46830  -0.194
24 H 1.81160 5.95610 0.62200  0.398
25 H 2.61370 4.55450 -0.09130  0.290
26 H 1.82240 4.84710 2.83950  0.308
27 H 3.48050 4.83980 2.22280  0.430
28 H 2.53650 2.50910 3.05610  0.468
29 H 3.14170 2.49730 1.37520  0.396
30 O 0.82900 -2.15970 2.00810  -0.555
31 N 0.84300 -1.74280 0.86450  0.497
32 O 0.75550 -0.44050 0.71070  -0.217
33 C -1.17830 -3.64040 0.46870  -0.608
34 C -2.64560 -4.14010 0.33560  -0.653
35 N -3.49570 -3.01780 -0.00290  -0.105
36 C -3.46350 -2.02760 1.04940  -1.066
37 C -1.99960 -1.52320 1.22490  0.264
38 N -1.16740 -2.20600 0.25020  -0.148
39 C -1.61370 -1.89790 -1.09320  0.645
40 C -3.07900 -2.42010 -1.24850  -1.076
41 H -0.52490 -4.10620 -0.27060  0.497
42 H -0.76580 -3.83880 1.45930  0.408
43 H -2.99700 -4.57230 1.27170  0.328
44 H -2.73140 -4.89880 -0.44300  0.293
45 H -3.83230 -2.48160 1.96830  0.270
46 H -4.13070 -1.20720 0.77930  0.467
47 H -1.61460 -1.75200 2.22400  0.607
48 H -1.92850 -0.43440 1.04570  -0.492
49 H -0.95780 -2.39720 -1.80500  0.110
50 H -1.55140 -0.80920 -1.24600  -0.582
51 H -3.14650 -3.16830 -2.03860  0.261
52 H -3.76430 -1.60890 -1.49670  0.396
53 C -2.17420 4.23030 -1.75700  -1.295
54 Si -2.41780 2.57530 -0.84060  0.967
55 C -3.49020 1.38130 -1.87690  -1.119
56 C -3.10700 2.81250 0.92730  -1.265
57 O -0.97170 1.83220 -0.62280  -0.327
58 H -3.15090 4.62160 -2.01620  0.466
59 H -1.61150 4.12090 -2.67930  0.340
60 H -1.68030 4.98220 -1.14960  0.366
61 H -4.29960 1.93690 -2.33470  0.589
62 H -3.94100 0.61540 -1.25290  0.137
63 H -2.92210 0.89290 -2.66510  0.280
64 H -3.53790 3.80000 1.05340  0.455
65 H -2.32660 2.69220 1.67730  0.286
66 H -3.88970 2.09480 1.15330  0.352

Cartesian forces, eV/Å:
2.2 2.4 -2.5
0.3 0.4 0.6
-0.2 -0.5 -0.7
0.2 0.4 0.2
0.0 0.1 -0.2
0.0 -0.2 0.1
0.0 0.1 0.0
0.0 -0.2 0.2
0.0 -0.1 0.0
-0.1 0.2 0.1
-0.1 0.0 0.0
0.0 -0.1 0.0
-0.1 0.0 -0.1
0.0 0.1 -0.1
0.0 0.1 0.0
-1.0 -0.3 1.1
1.4 2.1 0.6
0.3 -0.4 -0.5
0.2 0.1 0.1
0.0 0.2 -0.1
-0.1 -0.2 -0.4
-0.1 -0.2 0.2
-0.1 0.2 0.0
0.0 0.0 -0.1
0.0 0.0 -0.1
0.1 0.0 0.1
0.0 -0.1 0.1
-0.2 -0.3 0.0
0.1 0.0 0.0
0.1 1.8 -1.7
1.4 -5.4 1.7
1.5 -2.9 3.5
-0.1 -0.4 0.1
0.3 -0.1 0.1
-0.8 -0.2 -0.1
0.0 0.2 0.2
-0.2 -0.1 0.1
-0.1 0.3 -0.1
-0.3 -0.2 -0.2
0.1 0.2 -0.2
0.0 0.0 0.0
0.0 0.0 0.0
0.0 0.0 0.0
0.0 0.0 0.0
0.0 0.1 0.0
0.0 0.0 0.0
0.0 0.2 -0.1
-0.1 -0.1 0.1
0.0 0.2 0.1
0.0 -0.1 -0.1
0.0 0.0 0.0
0.0 0.0 0.0
0.1 -0.8 0.5
-2.6 0.9 -0.4
0.6 0.6 0.6
0.3 -0.1 -0.8
-2.6 1.9 -1.7
-0.3 0.1 -0.1
0.1 -0.1 -0.2
0.1 0.1 0.1
-0.2 0.1 -0.2
0.0 -0.1 0.2
0.1 0.0 -0.1
-0.1 0.2 0.0
0.1 0.0 0.0
-0.1 -0.2 0.0